The following is a DFT calculation (ωB97M-V/def2-TZVPD) of a 6-piece molecular cluster, C35H49F5I2O23S overall at a distorted geometry.

Computed properties:
SMILES ... CCOCCOC[C@]1(C[C@@H]2CO2)[C@H](/C(I)=C(/C)I)[C@@H](COO)[C@@H]([C@@H](C)CC)OS1(=O)=O.O=C1OC[C@@H](F)O1.O=C1OC[C@@H](F)O1.O=C1OC[C@@H](F)O1.O=C1OC[C@@H](F)O1.O=C1OC[C@@H](F)O1
Spin multiplicity ... 1
E_HOMO ... -8.80 eV
E_LUMO ... -0.9 eV
Frontier orbital gap ... 0.28864 Ha

Last columns: bonded neighbours and bond lengths (Å).
Atoms and positions in Å:
1 C 9.037 0.431 -2.455  C2 1.640, H32 1.193, H33 1.191, H34 1.173
2 C 7.561 0.199 -3.130  C1 1.640, O3 1.474, H35 1.170, H36 1.194
3 O 7.059 1.331 -3.930  C2 1.474, C4 1.471
4 C 6.662 2.466 -3.083  O3 1.471, C5 1.674, H37 1.174, H38 1.182
5 C 5.007 2.520 -2.834  C4 1.674, O6 1.469, H39 1.179, H40 1.173
6 O 4.627 1.217 -2.273  C5 1.469, C7 1.491
7 C 3.272 1.264 -1.653  O6 1.491, C8 1.635, H41 1.177, H42 1.193
8 C 3.207 0.600 -0.160  C7 1.635, C9 1.636, C13 1.663, S29 1.914
9 C 3.664 -0.968 -0.058  C8 1.636, C10 1.783, H43 1.186, H44 1.149
10 C 3.261 -1.768 -1.600  C9 1.783, C11 1.738, O12 1.564, H45 1.255
11 C 4.167 -3.221 -1.898  C10 1.738, O12 1.646, H46 1.192, H47 1.194
12 O 4.401 -1.786 -2.670  C10 1.564, C11 1.646
13 C 1.709 0.725 0.550  C8 1.663, C14 1.639, C19 1.673, H48 1.187
14 C 0.561 -0.238 -0.115  C13 1.639, I15 2.239, C16 1.518
15 I -0.383 0.149 -2.108  C14 2.239
16 C 0.041 -1.456 0.627  C14 1.518, C17 1.673, I18 2.220
17 C -1.173 -2.409 -0.019  C16 1.673, H49 1.155, H50 1.197, H51 1.171
18 I 0.742 -2.115 2.628  C16 2.220
19 C 1.210 2.320 0.632  C13 1.673, C20 1.625, C23 1.630, H52 1.193
20 C -0.224 2.378 1.394  C19 1.625, O21 1.502, H53 1.194, H54 1.175
21 O -1.413 2.222 0.488  C20 1.502, O22 1.309
22 O -2.421 2.922 0.944  O21 1.309, H55 1.023
23 C 2.401 3.281 1.194  C19 1.630, C24 1.631, O28 1.503, H56 1.199
24 C 1.965 4.739 1.782  C23 1.631, C25 1.674, C26 1.610, H57 1.197
25 C 0.842 5.524 0.820  C24 1.674, H58 1.177, H59 1.190, H60 1.180
26 C 1.541 4.860 3.330  C24 1.610, C27 1.612, H61 1.193, H62 1.195
27 C 1.267 3.531 4.200  C26 1.612, H63 1.167, H64 1.192, H65 1.194
28 O 3.411 2.567 2.047  C23 1.503, S29 1.708
29 S 4.345 1.512 1.080  C8 1.914, O28 1.708, O30 1.544, O31 1.578
30 O 5.436 2.367 0.402  S29 1.544
31 O 5.098 0.492 2.020  S29 1.578
32 H 8.871 0.917 -1.378  C1 1.193
33 H 9.513 -0.646 -2.274  C1 1.191
34 H 9.722 1.100 -3.133  C1 1.173
35 H 6.838 -0.170 -2.287  C2 1.170
36 H 7.665 -0.715 -3.892  C2 1.194
37 H 6.914 3.453 -3.665  C4 1.174
38 H 7.129 2.453 -1.997  C4 1.182
39 H 4.847 3.436 -2.108  C5 1.179
40 H 4.481 2.676 -3.871  C5 1.173
41 H 2.554 0.779 -2.450  C7 1.177
42 H 2.979 2.420 -1.641  C7 1.193
43 H 4.840 -1.123 -0.024  C9 1.186
44 H 3.097 -1.608 0.709  C9 1.149
45 H 2.062 -1.747 -1.968  C10 1.255
46 H 3.873 -3.780 -2.909  C11 1.192
47 H 5.325 -3.167 -1.611  C11 1.194
48 H 1.945 0.493 1.690  C13 1.187
49 H -1.056 -2.624 -1.148  C17 1.155
50 H -2.163 -1.754 0.132  C17 1.197
51 H -1.343 -3.387 0.603  C17 1.171
52 H 1.030 2.618 -0.509  C19 1.193
53 H -0.273 1.429 2.118  C20 1.194
54 H -0.443 3.353 2.011  C20 1.175
55 H -3.105 2.950 0.184  O22 1.023
56 H 3.046 3.548 0.219  C23 1.199
57 H 2.939 5.422 1.650  C24 1.197
58 H 0.772 4.946 -0.204  C25 1.177
59 H 1.138 6.667 0.668  C25 1.190
60 H -0.213 5.413 1.336  C25 1.180
61 H 2.364 5.501 3.907  C26 1.193
62 H 0.557 5.536 3.385  C26 1.195
63 H 1.379 2.499 3.668  C27 1.167
64 H 0.198 3.627 4.721  C27 1.192
65 H 2.040 3.520 5.110  C27 1.194
66 O 9.476 4.042 -3.287  C67 1.220
67 C 9.111 5.192 -3.462  O66 1.220, O68 1.368, O72 1.363
68 O 9.790 6.105 -4.221  C67 1.368, C69 1.413
69 C 8.979 7.261 -4.277  O68 1.413, C70 1.491, H73 1.095, H74 1.093
70 C 8.134 7.122 -3.057  C69 1.491, F71 1.352, O72 1.410, H75 1.095
71 F 6.912 7.666 -3.252  C70 1.352
72 O 7.982 5.728 -2.918  C67 1.363, C70 1.410
73 H 8.393 7.249 -5.202  C69 1.095
74 H 9.588 8.169 -4.259  C69 1.093
75 H 8.585 7.535 -2.149  C70 1.095
76 O -4.924 -4.438 1.773  C77 1.220
77 C -5.289 -3.288 1.598  O76 1.220, O78 1.368, O82 1.363
78 O -4.610 -2.375 0.839  C77 1.368, C79 1.413
79 C -5.421 -1.219 0.783  O78 1.413, C80 1.491, H83 1.095, H84 1.093
80 C -6.266 -1.358 2.003  C79 1.491, F81 1.352, O82 1.410, H85 1.095
81 F -7.488 -0.814 1.808  C80 1.352
82 O -6.418 -2.752 2.142  C77 1.363, C80 1.410
83 H -6.007 -1.231 -0.142  C79 1.095
84 H -4.812 -0.311 0.801  C79 1.093
85 H -5.815 -0.945 2.911  C80 1.095
86 O -11.421 -3.912 0.239  C87 1.220
87 C -10.410 -4.532 0.525  O86 1.220, O88 1.368, O92 1.363
88 O -9.142 -4.038 0.388  C87 1.368, C89 1.413
89 C -8.274 -5.004 0.946  O88 1.413, C90 1.491, H93 1.095, H94 1.093
90 C -9.080 -6.254 0.853  C89 1.491, F91 1.352, O92 1.410, H95 1.095
91 F -8.789 -7.092 1.873  C90 1.352
92 O -10.406 -5.804 1.013  C87 1.363, C90 1.410
93 H -8.040 -4.727 1.980  C89 1.095
94 H -7.341 -5.067 0.380  C89 1.093
95 H -8.982 -6.781 -0.102  C90 1.095
96 O -6.127 -2.763 5.707  C97 1.220
97 C -6.194 -3.976 5.606  O96 1.220, O98 1.368, O102 1.363
98 O -5.661 -4.852 6.512  C97 1.368, C99 1.413
99 C -6.066 -6.144 6.104  O98 1.413, C100 1.491, H103 1.095, H104 1.093
100 C -6.338 -5.954 4.651  C99 1.491, F101 1.352, O102 1.410, H105 1.095
101 F -7.327 -6.775 4.234  C100 1.352
102 O -6.802 -4.625 4.574  C97 1.363, C100 1.410
103 H -6.958 -6.439 6.667  C99 1.095
104 H -5.277 -6.878 6.287  C99 1.093
105 H -5.458 -6.074 4.010  C100 1.095
106 O -5.912 -0.460 -4.246  C107 1.220
107 C -6.021 -1.584 -3.787  O106 1.220, O108 1.368, O112 1.363
108 O -6.279 -2.698 -4.537  C107 1.368, C109 1.413
109 C -6.196 -3.801 -3.657  O108 1.413, C110 1.491, H113 1.095, H114 1.093
110 C -6.455 -3.175 -2.329  C109 1.491, F111 1.352, O112 1.410, H115 1.095
111 F -5.783 -3.824 -1.352  C110 1.352
112 O -5.907 -1.883 -2.462  C107 1.363, C110 1.410
113 H -5.199 -4.248 -3.728  C109 1.095
114 H -6.940 -4.562 -3.910  C109 1.093
115 H -7.515 -3.101 -2.067  C110 1.095